1.
{
  "formula": "C3H12NO",
  "method": "ωB97M-V with the def2-TZVPD basis set",
  "symbols": ["C", "O", "H", "H", "H", "H", "C", "N", "C", "H", "H", "H", "H", "H", "H", "H", "H"],
  "positions_angstrom": [[-2.672034, -1.123453, 0.369703], [-1.684362, -0.212860, -0.161482], [-2.945691, -0.814845, 1.381994], [-2.235395, -2.109420, 0.285153], [-3.566179, -1.068569, -0.255927], [-2.088879, 0.669407, -0.119473], [1.650254, 0.188477, -1.422541], [0.956986, 0.735469, -0.200447], [1.447250, 0.364594, 1.145289], [1.094518, 0.546904, -2.289366], [1.681834, -0.880959, -1.335789], [2.669094, 0.570726, -1.438323], [0.960202, 1.746079, -0.258908], [-0.051235, 0.477455, -0.245295], [2.464236, 0.711040, 1.301526], [0.869167, 0.905063, 1.895201], [1.450236, -0.705110, 1.348683]],
  "forces_ev_per_angstrom": [[-0.2, 0.4, -0.4], [0.0, 0.9, 0.1], [0.2, -0.4, 0.0], [-0.1, -0.1, 0.3], [0.1, -0.2, 0.0], [0.0, -0.4, -0.1], [0.1, 0.6, 0.6], [-0.6, -0.1, -0.3], [0.7, 0.2, 0.8], [0.1, -0.3, 0.1], [-0.2, -0.4, -0.2], [-0.1, 0.0, 0.0], [0.2, 0.3, -0.1], [0.2, -0.5, 0.0], [0.2, 0.0, -0.4], [-0.3, -0.3, -0.2], [-0.4, 0.1, -0.4]],
  "e_tot_ha": -251.23164,
  "relative_energy_ev": 1.053,
  "lumo_energy_ev": -3.27,
  "e_homo_ev": -14.83,
  "homo_lumo_gap_ev": 11.563,
  "charge": 1
}

***

2.
{
  "formula": "C2H5IS",
  "method": "ωB97M-V with the def2-TZVPD basis set",
  "symbols": ["C", "C", "S", "I", "H", "H", "H", "H", "H"],
  "positions_angstrom": [[-0.375284, -0.772235, -0.144211], [0.592557, 0.224899, 0.528393], [-1.554032, 0.222858, -1.107527], [2.273049, 0.390214, -0.903329], [0.258513, -1.276655, -0.746893], [-0.955154, -1.314781, 0.545991], [1.019798, -0.165871, 1.427753], [0.451583, 1.408643, 0.673636], [-1.711028, 1.282928, -0.273813]],
  "forces_ev_per_angstrom": [[-1.4, 4.6, 1.8], [1.1, 2.4, -0.5], [-0.4, 0.1, -0.8], [0.0, 0.1, 0.5], [1.1, -2.3, -2.1], [-0.2, -1.0, 0.9], [0.3, -0.2, 0.5], [-0.7, -3.1, -0.3], [0.2, -0.6, -0.1]],
  "smiles": "SCCI",
  "e_tot_ha": -775.03967,
  "relative_energy_ev": 0.726,
  "lumo_energy_ev": 0.25,
  "e_homo_ev": -9.20,
  "homo_lumo_gap_ev": 9.452
}